Entry 1:
Here is C16H23CdF4N2O4S3Se as an isolated structure from the OMol25 dataset. Energies are from ωB97M-V/def2-TZVPD.

The gap between HOMO and LUMO comes out at 0.26707 Ha. For the total energy, the calculation gives -5197.152204 hartree. For the relative energy (zero: lowest compared OMol25 entry of this formula, charge and spin), the calculation gives 0.00 kJ/mol. The HOMO energy is -4.95 eV.

Structure (ORCA input):
```
! wB97M-V def2-TZVPD RIJCOSX def2/J DEFGRID3
* xyz -1 1
Cd 0.4159 0.5532 0.6171
C -1.2645 3.3150 1.8345
N -0.6957 2.0877 2.3624
C 0.1408 2.3535 3.5247
C -1.7102 1.0823 2.6541
C -2.5464 0.6925 1.4289
N -1.7261 0.5987 0.2340
C -2.3021 0.7675 -0.9662
C -1.5177 1.1579 -2.0792
F -0.1949 1.3641 -1.8894
C -2.0211 1.3120 -3.3438
F -1.1778 1.6794 -4.3281
C -3.3611 1.1149 -3.6342
C -4.1523 0.7331 -2.5719
F -5.4620 0.4916 -2.7768
C -3.6587 0.5551 -1.2945
F -4.5129 0.0613 -0.3653
H -1.9359 3.7974 2.5647
H -1.8241 3.1114 0.9224
H -0.4584 4.0090 1.5959
H -0.4388 2.8309 4.3319
H 0.9660 3.0038 3.2370
H 0.5717 1.4203 3.8808
H -2.4002 1.4319 3.4423
H -1.1830 0.2086 3.0492
H -3.3442 1.4300 1.2889
H -3.0441 -0.2538 1.6770
H -3.7572 1.2494 -4.6280
C 1.9144 -2.9468 0.9981
C 2.5804 -2.7250 -0.3643
S 2.1674 -1.1911 -1.2348
C 1.5344 -1.8240 -2.8041
C 0.3703 -2.8109 -2.7934
S -1.1196 -2.1276 -2.0397
C -1.6112 -3.4209 -0.8806
C -0.5567 -3.9084 0.1067
S 0.1491 -2.6123 1.1517
H 2.3668 -2.2755 1.7241
H 2.1049 -3.9754 1.3150
H 2.3753 -3.5585 -1.0405
H 3.6548 -2.6947 -0.1847
H 2.3672 -2.2779 -3.3490
H 1.2537 -0.9265 -3.3604
H 0.6538 -3.7233 -2.2703
H 0.1562 -3.0968 -3.8260
H -2.0126 -4.2807 -1.4239
H -2.4490 -2.9732 -0.3405
H 0.2575 -4.4108 -0.4168
H -1.0221 -4.6664 0.7419
O 1.5748 -0.2421 2.3996
Se 2.9745 0.5900 1.9560
O 3.5397 1.4827 3.1809
O 2.3496 1.5791 0.7361
O 4.0091 -0.4909 1.3147
*
```

Listed below, in e, are the Mulliken charges computed for each atom: number 1, Cd, carries 1.1840; number 2, C, carries -1.1228; number 3, N, carries 0.7251; number 4, C, carries -1.3746; number 5, C, carries -1.1623; number 6, C, carries -0.7282; number 7, N, carries 0.7490; number 8, C, carries -0.4923; number 9, C, carries -0.0103; number 10, F, carries -0.4364; number 11, C, carries 0.4387; number 12, F, carries -0.3539; number 13, C, carries -0.7352; number 14, C, carries 0.2221; number 15, F, carries -0.3472; number 16, C, carries 0.7692; number 17, F, carries -0.3894; number 18, H, carries 0.3154; number 19, H, carries 0.1748; number 20, H, carries 0.3132; number 21, H, carries 0.3136; number 22, H, carries 0.3732; number 23, H, carries 0.3443; number 24, H, carries 0.3275; number 25, H, carries 0.4075; number 26, H, carries 0.5589; number 27, H, carries 0.3072; number 28, H, carries 0.4824; number 29, C, carries -0.7003; number 30, C, carries -1.0344; number 31, S, carries 0.0009; number 32, C, carries -0.8563; number 33, C, carries -0.8867; number 34, S, carries 0.0939; number 35, C, carries -0.8349; number 36, C, carries -0.9613; number 37, S, carries 0.0311; number 38, H, carries 0.2539; number 39, H, carries 0.5231; number 40, H, carries 0.6000; number 41, H, carries 0.5242; number 42, H, carries 0.4769; number 43, H, carries 0.3766; number 44, H, carries 0.3423; number 45, H, carries 0.4807; number 46, H, carries 0.4852; number 47, H, carries 0.3388; number 48, H, carries 0.3826; number 49, H, carries 0.5080; number 50, O, carries -0.8009; number 51, Se, carries 1.1411; number 52, O, carries -0.7122; number 53, O, carries -0.9345; number 54, O, carries -0.6912



Entry 2:
Here is a 2-piece molecular cluster, C4H11NO3 overall from the OMol25 dataset. Energies are from ωB97M-V/def2-TZVPD.

The gap between HOMO and LUMO comes out at 0.36431 Ha. For the total energy, the calculation gives -439.436740 hartree. For the relative energy (zero: lowest compared OMol25 entry of this formula, charge and spin), the calculation gives 234.15 kJ/mol. Its SMILES is O=CCCNCO.O. The HOMO energy is -9.13 eV.

Structure (ORCA input):
```
! wB97M-V def2-TZVPD RIJCOSX def2/J DEFGRID3
* xyz 0 1
C 0.5297 0.2101 0.0121
C 2.0921 0.3413 0.0083
C 2.6673 -0.9268 -0.7061
O 2.1190 -1.9979 -0.7818
N -0.1139 1.4915 -0.0899
C -1.5486 1.3868 -0.1887
O -2.0312 0.8386 -1.4251
H 0.2204 -0.2513 0.9371
H 0.3129 -0.5589 -0.7182
H 2.4484 1.1462 -0.5956
H 2.4368 0.4451 1.0309
H 3.6781 -0.7255 -1.1737
H 0.1677 2.1808 -0.7615
H -2.0404 2.3638 -0.0391
H -2.0532 0.7518 0.5359
H -2.1892 1.5499 -2.0482
H -2.5078 -2.2410 2.9997
H -2.8918 -1.2456 1.8310
O -2.4489 -1.3330 2.6823
*
```

Listed below, in e, are the Mulliken charges computed for each atom: number 1, C, carries -0.4926; number 2, C, carries -0.5568; number 3, C, carries 0.0724; number 4, O, carries -0.4709; number 5, N, carries -0.2546; number 6, C, carries -0.2985; number 7, O, carries -0.5432; number 8, H, carries 0.2601; number 9, H, carries 0.3370; number 10, H, carries 0.3280; number 11, H, carries 0.3177; number 12, H, carries 0.3081; number 13, H, carries 0.2585; number 14, H, carries 0.4076; number 15, H, carries 0.0139; number 16, H, carries 0.3141; number 17, H, carries 0.3111; number 18, H, carries 0.3244; number 19, O, carries -0.6363